# CH4NO3S

A 2-piece molecular cluster, CH4NO3S overall (the ωB97M-V functional and the def2-TZVPD basis, OMol25).

CARTESIAN COORDINATES (ANGSTROEM)
C 0.3399 1.0298 1.1144
N 0.4405 -1.9556 -0.9415
O -2.0351 0.0361 0.4956
O -0.9051 1.3509 -1.2388
O 1.6923 -1.7611 -1.2892
S -0.7568 0.2873 -0.2076
H 0.3005 2.0453 0.8697
H -0.1800 0.8580 1.9758
H 1.2179 0.5532 0.9414
H -0.1140 -2.4439 -1.7197

Cartesian forces (eV/Å) of the 6 atoms listed first:
C -2.29 0.18 -2.41
N 3.70 -0.28 -0.02
O -0.05 -0.27 0.41
O 0.47 0.06 0.20
O -4.29 -0.67 0.45
S -0.69 0.17 -0.91

Maximum force = 4.4 eV Å⁻¹
Charge = -1
Frontier orbital gap (alpha / beta) = 6.41 / 7.27 eV



# CH4NOP

A 2-piece molecular cluster, CH4NOP overall (the ωB97M-V functional and the def2-TZVPD basis, OMol25).

CARTESIAN COORDINATES (ANGSTROEM)
C 1.3316 -0.1973 0.1254
N -1.3658 0.1702 0.4285
O 2.5044 -0.0054 0.0450
P 0.0355 1.0271 0.0549
H 0.9170 -1.2718 -0.0971
H -2.0103 0.6476 1.1332
H -1.8250 -0.6878 0.0703
H 0.4126 0.3175 -1.7602

Cartesian forces (eV/Å) of the 6 atoms listed first:
C -0.33 -3.02 -1.25
N -1.90 0.29 1.40
O 0.97 0.54 0.57
P -0.66 -0.27 -2.74
H 0.41 0.94 0.85
H 1.40 -0.82 -1.62

Maximum force = 3.3 eV Å⁻¹
Charge = 0
Frontier orbital gap = 8.84 eV



# CH4NOP

One molecule with the formula CH4NOP (the ωB97M-V functional and the def2-TZVPD basis, OMol25).

CARTESIAN COORDINATES (ANGSTROEM)
H 0.5175 0.9946 -2.2099
N -0.0662 0.2930 -1.7995
C -0.4888 0.5082 -0.6406
P -1.0406 -0.8186 0.4703
O 0.0530 -0.4533 1.6462
H -0.3040 1.4779 0.1572
H -0.2933 -1.8470 -0.3224
H -0.4230 -0.6165 2.4479

Cartesian forces (eV/Å) of the 6 atoms listed first:
H -0.07 0.99 -0.30
N -0.17 -0.52 0.22
C 1.20 2.07 2.39
P -0.15 -1.50 -1.26
O 0.25 -0.06 -0.43
H -0.30 -1.86 -2.58

SMILES string = [H]/N=C/PO
Maximum force = 3.4 eV Å⁻¹
Charge = 0
Frontier orbital gap = 9.70 eV



# CH4NOPS

One molecule with the formula CH4NOPS (the ωB97M-V functional and the def2-TZVPD basis, OMol25).

CARTESIAN COORDINATES (ANGSTROEM)
C -0.6740 0.9337 0.1502
O 0.4725 1.4456 -0.3755
S 1.9217 0.1165 -0.1001
N 0.9294 -1.1842 -0.4267
P -0.7884 -0.9619 -0.1683
H -0.4576 1.0423 1.2358
H -1.5954 1.4024 -0.1072
H 0.9042 -1.5317 -1.3446
H -0.7124 -1.2627 1.1363

Cartesian forces (eV/Å) of the 6 atoms listed first:
C 1.56 -1.62 2.75
O 2.79 -0.64 -1.85
S -2.95 1.34 -0.29
N -0.59 0.53 0.78
P 0.14 0.54 -0.69
H -1.26 -0.31 -0.05

SMILES string = C1OSNP1
Maximum force = 3.6 eV Å⁻¹
Charge = 0
Frontier orbital gap = 8.65 eV